1.
{"formula": "C53H67N4O34P", "method": "ωB97M-V/def2-TZVPD", "total_charge": -1, "orbital_gap_ha": [0.22908, 0.22900], "total_energy_ev": -140906.9965, "fmax_ha_per_bohr": 0.089, "s2": 0.760, "spin_multiplicity": 2, "elements": ["C", "C", "C", "O", "C", "N", "H", "H", "H", "H", "H", "H", "H", "H", "H", "H", "H", "H", "P", "O", "O", "O", "O", "C", "O", "C", "C", "O", "C", "H", "H", "H", "H", "H", "H", "H", "H", "H", "H", "C", "O", "N", "C", "C", "H", "H", "H", "H", "H", "H", "H", "C", "O", "N", "C", "C", "H", "H", "H", "H", "H", "H", "H", "C", "O", "N", "C", "C", "H", "H", "H", "H", "H", "H", "H", "C", "C", "C", "O", "C", "C", "C", "O", "O", "O", "H", "H", "H", "H", "C", "C", "C", "O", "C", "C", "C", "O", "O", "O", "H", "H", "H", "H", "C", "C", "C", "O", "C", "C", "C", "O", "O", "O", "H", "H", "H", "H", "C", "C", "C", "O", "C", "C", "C", "O", "O", "O", "H", "H", "H", "H", "C", "C", "C", "O", "C", "C", "C", "O", "O", "O", "H", "H", "H", "H", "C", "C", "C", "O", "C", "C", "C", "O", "O", "O", "H", "H", "H", "H"], "positions_angstrom": [[-11.53201, 12.30510, 22.10054], [-10.46786, 12.98413, 21.20293], [-11.08745, 13.73446, 19.94471], [-11.95696, 14.84877, 20.38793], [-12.62384, 15.49682, 19.26888], [-9.74916, 14.04547, 22.04730], [-9.49871, 13.78845, 22.99139], [-8.89964, 14.32066, 21.57539], [-10.31180, 14.88208, 22.10758], [-11.11980, 12.05956, 23.07926], [-11.91783, 11.42079, 21.59335], [-12.40299, 12.93155, 22.29298], [-9.71428, 12.24752, 20.92431], [-11.63294, 13.01804, 19.33047], [-10.31796, 14.14261, 19.28943], [-13.34576, 14.81727, 18.81597], [-11.91357, 15.86298, 18.52756], [-13.09089, 16.37423, 19.71623], [-7.13108, 14.99911, 23.83811], [-6.86553, 15.19753, 22.38132], [-8.13364, 16.10694, 24.32851], [-5.92474, 15.26735, 24.78955], [-7.74169, 13.56264, 24.11492], [-15.87736, 12.04556, 27.74750], [-15.51108, 10.67224, 27.81727], [-16.15505, 9.78172, 26.88962], [-15.63756, 10.11181, 25.48722], [-14.28142, 10.09923, 25.10724], [-13.64024, 11.29237, 24.87395], [-16.71737, 12.19697, 27.06959], [-15.07796, 12.71093, 27.42138], [-16.12150, 12.49668, 28.70926], [-17.23491, 9.92092, 26.94093], [-15.81516, 8.76753, 27.09937], [-16.04988, 11.08609, 25.22477], [-16.19383, 9.53279, 24.75007], [-13.99750, 11.59400, 23.88933], [-12.55541, 11.19745, 24.82656], [-13.76394, 12.10854, 25.58575], [-13.96820, 15.54920, 15.05880], [-13.90075, 15.24319, 16.26415], [-12.94775, 16.16316, 14.47043], [-13.05741, 16.53390, 13.04880], [-11.76043, 16.51301, 15.19722], [-14.92559, 15.47702, 14.51991], [-13.17342, 15.69828, 12.35860], [-12.20357, 17.10222, 12.67993], [-13.89387, 17.22124, 12.92229], [-11.45691, 17.49152, 14.82507], [-11.93134, 16.49712, 16.27362], [-10.89678, 15.86406, 15.05207], [-16.49865, 20.44149, 17.72858], [-17.10171, 20.31894, 16.64795], [-15.70262, 19.44969, 18.23779], [-15.60224, 18.03769, 17.55594], [-15.13844, 19.60028, 19.49924], [-16.54152, 21.32808, 18.37999], [-14.62587, 17.59555, 17.75417], [-15.67937, 18.12205, 16.47195], [-16.40525, 17.48741, 18.04632], [-15.91623, 19.43567, 20.24492], [-14.32900, 18.92841, 19.78473], [-14.78339, 20.62332, 19.62348], [-15.79907, 15.44668, 24.23648], [-15.57281, 14.42345, 24.97132], [-15.58712, 15.45403, 22.92635], [-14.75266, 14.48470, 22.26083], [-15.83827, 16.68057, 22.18038], [-16.24881, 16.38331, 24.60069], [-14.99115, 14.29143, 21.21495], [-14.61522, 13.58295, 22.85754], [-13.75585, 14.89588, 22.10150], [-14.99592, 17.19708, 21.72019], [-16.37263, 16.34091, 21.29314], [-16.47078, 17.44824, 22.62614], [-12.12092, 18.20982, 23.17269], [-10.85519, 18.01940, 23.57787], [-10.04693, 19.03165, 24.30848], [-8.86123, 18.99755, 24.56701], [-10.89693, 20.11120, 24.82738], [-12.18494, 20.28695, 24.45204], [-12.91998, 19.37729, 23.53232], [-14.04268, 19.61770, 23.13333], [-13.01989, 21.24602, 24.90568], [-10.15910, 16.93412, 23.22661], [-12.63770, 17.45478, 22.59888], [-10.47372, 20.76390, 25.57657], [-13.90045, 20.89087, 25.04739], [-9.38184, 16.82476, 23.77932], [-9.83755, 8.29497, 24.73384], [-9.43921, 8.36146, 25.99465], [-8.71681, 9.55618, 26.46271], [-8.45008, 9.83233, 27.65602], [-8.37167, 10.54884, 25.45182], [-8.82413, 10.49736, 24.21687], [-9.61251, 9.31649, 23.66253], [-10.04845, 9.20842, 22.55128], [-8.54381, 11.44216, 23.34323], [-9.67436, 7.38032, 26.83381], [-10.29067, 7.38730, 24.36342], [-7.76199, 11.38449, 25.76223], [-8.07147, 12.13566, 23.80966], [-9.60177, 7.70158, 27.73555], [-9.83285, 15.20194, 27.91416], [-9.65335, 14.51509, 26.73725], [-10.74671, 14.43371, 25.69460], [-10.82425, 13.63874, 24.73005], [-11.83902, 15.35294, 25.97381], [-11.90338, 16.13238, 27.04346], [-10.92687, 16.03814, 28.15412], [-11.17545, 16.55121, 29.22607], [-13.10095, 16.77081, 27.24809], [-8.54785, 13.77980, 26.56258], [-9.02255, 15.26396, 28.62547], [-12.64124, 15.29258, 25.25326], [-13.11839, 17.04444, 28.16810], [-8.34337, 13.79445, 25.62472], [-3.87335, 11.04315, 19.59009], [-2.83873, 11.89247, 19.79064], [-2.90353, 13.19202, 20.56500], [-1.82560, 13.87778, 20.68588], [-4.28020, 13.45949, 21.06308], [-5.29253, 12.53519, 20.91022], [-5.20000, 11.24684, 20.19394], [-6.03836, 10.38003, 20.22841], [-6.58411, 12.98750, 21.06222], [-1.59146, 11.54834, 19.18659], [-3.72047, 10.17032, 18.97268], [-4.54782, 14.37499, 21.56966], [-6.54578, 13.75837, 21.63310], [-0.98960, 12.15124, 19.62918], [-11.07562, 10.41734, 16.61881], [-11.13143, 11.73241, 16.38825], [-9.96785, 12.66958, 16.56473], [-9.87236, 13.88479, 16.34537], [-8.83823, 11.85946, 17.09748], [-8.79313, 10.47662, 17.20973], [-9.93951, 9.56948, 16.93861], [-10.00907, 8.34224, 16.97488], [-7.67579, 9.78846, 17.55602], [-12.29950, 12.33122, 15.86869], [-12.02058, 10.00312, 16.29965], [-7.91983, 12.41438, 17.21998], [-7.93606, 8.88222, 17.73653], [-12.24182, 13.28579, 15.95275], [-7.56645, 16.58147, 16.66932], [-6.38430, 15.99333, 16.55769], [-5.69551, 15.31809, 17.66470], [-4.56822, 14.82729, 17.71731], [-6.39774, 15.52429, 18.93454], [-7.65902, 16.04186, 19.06624], [-8.34184, 16.61254, 17.91553], [-9.46410, 17.13059, 17.99052], [-8.20136, 16.19460, 20.24658], [-5.78144, 15.98047, 15.30205], [-8.01239, 16.86350, 15.72699], [-5.91237, 15.20768, 19.84589], [-7.72874, 15.77007, 20.96630], [-5.21775, 15.20965, 15.20354]], "mulliken_spin": [0.000, 0.001, -0.001, 0.001, -0.001, 0.005, -0.006, 0.003, 0.000, 0.000, 0.000, 0.000, 0.001, 0.000, 0.000, 0.000, 0.000, 0.001, -0.019, 0.013, 0.269, 0.717, 0.022, 0.000, 0.000, 0.000, 0.000, 0.000, 0.000, 0.000, 0.000, 0.000, 0.000, 0.000, 0.000, 0.000, 0.000, 0.000, 0.000, 0.000, 0.000, 0.000, 0.000, 0.000, 0.000, 0.000, 0.000, 0.000, 0.000, 0.000, 0.000, 0.000, 0.000, 0.000, 0.000, 0.000, 0.000, 0.000, 0.000, 0.000, 0.000, 0.000, 0.000, 0.000, 0.000, 0.000, 0.001, 0.000, 0.000, 0.000, 0.000, 0.000, 0.000, 0.000, 0.000, 0.008, -0.010, 0.000, -0.001, 0.000, 0.000, 0.001, 0.000, 0.000, 0.014, 0.000, 0.000, 0.000, -0.001, 0.000, 0.000, 0.000, 0.000, -0.001, 0.000, 0.000, 0.000, -0.001, 0.000, 0.000, 0.001, -0.001, 0.000, -0.002, 0.003, -0.006, -0.003, -0.002, 0.001, 0.001, 0.000, 0.000, 0.000, 0.000, 0.000, 0.000, -0.008, 0.000, 0.000, 0.000, 0.000, 0.002, -0.003, -0.001, 0.000, -0.001, 0.000, 0.000, 0.001, -0.001, 0.000, 0.000, 0.000, -0.001, 0.000, 0.001, 0.000, -0.001, 0.000, 0.000, 0.000, 0.000, 0.000, 0.000, 0.000, 0.000, 0.000, 0.000, 0.000, -0.002, 0.000, 0.000, 0.000, 0.004, 0.000, 0.000, 0.002, -0.002, 0.000]}



2.
{"formula": "C4H6CuO7", "method": "ωB97M-V/def2-TZVPD", "total_charge": -1, "orbital_gap_ha": 0.18015, "total_energy_ev": -63217.5608, "fmax_ha_per_bohr": 0.044, "spin_multiplicity": 1, "elements": ["O", "C", "O", "O", "O", "C", "O", "O", "C", "C", "Cu", "H", "H", "H", "H", "H", "O", "H"], "positions_angstrom": [[-0.65764, 1.48706, 2.96496], [0.33591, 1.61000, 2.20804], [0.84937, 2.69842, 1.85281], [0.86003, 0.44719, 1.74941], [-0.30680, -1.19917, -0.18748], [-0.97376, -1.01624, -1.44217], [-0.68970, 0.03078, -2.10037], [-0.73305, -2.20359, -2.19513], [1.07671, -0.93697, -0.18539], [1.36364, 0.41597, 0.41595], [-0.68616, 3.58498, 2.96231], [-1.46142, -2.31508, -2.81526], [1.46773, -0.93802, -1.21428], [1.60436, -1.72022, 0.38451], [0.89111, 1.20793, -0.18094], [2.44995, 0.58796, 0.42550], [-2.45414, -1.12720, -0.99410], [-2.93615, -0.61380, -1.64835]], "nbo_charge": [-0.802, 0.968, -0.835, -0.524, -0.566, 0.951, -0.897, -0.791, -0.080, -0.087, 0.862, 0.458, 0.199, 0.157, 0.215, 0.150, -0.825, 0.447]}



3.
{"formula": "C3H3Br2N", "method": "ωB97M-V/def2-TZVPD", "orbital_gap_ha": [0.30555, 0.24939], "total_energy_ev": -144726.9523, "fmax_ha_per_bohr": 0.056, "s2": 2.009, "spin_multiplicity": 3, "elements": ["C", "C", "C", "N", "Br", "Br", "H", "H", "H"], "positions_angstrom": [[0.88042, 0.23966, 0.81850], [-0.99599, -2.13840, -1.31322], [-0.86220, 1.88998, 0.40916], [0.19323, 1.15255, 0.42884], [0.00451, -1.45814, -2.62866], [-2.25734, 1.18609, -0.85659], [1.84925, -0.12333, 0.46094], [-1.73880, -2.72684, -1.78231], [-1.07655, 2.88238, 0.75430]], "nbo_charge": [0.051, -0.269, -0.098, -0.337, 0.116, -0.035, 0.195, 0.146, 0.232]}



4.
{"formula": "C7H10S", "method": "ωB97M-V/def2-TZVPD", "smiles": "SC1[C@@H]2CC=CC[C@@H]12", "orbital_gap_ha": 0.34263, "total_energy_ev": -18251.5484, "fmax_ha_per_bohr": 0.128, "spin_multiplicity": 1, "elements": ["C", "C", "C", "C", "C", "C", "C", "H", "H", "H", "H", "H", "H", "H", "H", "H", "H", "S"], "positions_angstrom": [[-1.67932, -0.50218, 0.57836], [-0.52223, -0.73025, -0.28021], [0.65116, -1.53933, -0.11933], [1.85253, -0.55287, -0.27185], [1.53900, 0.82807, -0.38420], [0.22679, 1.61683, 0.03934], [-0.54670, 0.41935, 0.72533], [-2.43468, 1.43919, -0.71400], [-2.00102, -1.03627, 1.51859], [-0.78179, -0.49426, -1.30473], [0.81023, -2.18704, 0.83946], [0.62006, -2.41431, -0.78159], [2.82286, -0.81176, -0.44414], [2.48364, 1.43001, -0.41818], [0.35037, 2.37801, 0.81281], [-0.28641, 1.93122, -0.96175], [0.11065, 0.23648, 1.52155], [-3.21514, -0.01088, -0.35546]], "nbo_charge": [-0.303, -0.270, -0.453, -0.167, -0.205, -0.423, -0.251, 0.143, 0.246, 0.230, 0.222, 0.226, 0.202, 0.201, 0.228, 0.222, 0.212, -0.062]}



5.
{"formula": "C4H15N2O", "method": "ωB97M-V/def2-TZVPD", "orbital_gap_ha": [0.12391, 0.38237], "total_energy_ev": -9413.1768, "fmax_ha_per_bohr": 0.126, "s2": 0.751, "spin_multiplicity": 2, "elements": ["C", "N", "C", "C", "N", "C", "H", "H", "H", "H", "H", "H", "H", "H", "H", "H", "H", "H", "H", "H", "H", "O"], "positions_angstrom": [[1.68104, -0.32353, -0.03198], [1.07416, -1.67975, 0.06427], [0.63636, -2.11056, 1.39546], [0.66400, 0.75551, 0.14150], [-0.48262, 0.51259, -0.70458], [-0.61653, 0.90780, -2.17493], [2.14878, -0.14552, -1.08548], [2.44191, -0.24012, 0.82016], [1.66385, -2.41928, -0.21372], [1.41289, -2.28731, 2.13925], [0.19215, -3.12833, 1.34105], [-0.02395, -1.31918, 1.87463], [1.14947, 1.73164, -0.24331], [0.43499, 0.89416, 1.17479], [-0.30432, -0.46138, -0.71080], [-1.32514, 1.06432, -0.21800], [0.38125, 0.83504, -2.87172], [-0.73057, 1.99675, -1.96776], [-1.47894, 0.52292, -2.56143], [-2.44394, 2.14187, 1.78314], [-3.67069, 1.25690, 1.01071], [-2.80416, 1.49549, 1.03876]], "nbo_charge": [-0.255, -0.662, -0.445, -0.391, -0.672, -0.470, 0.209, 0.197, 0.374, 0.176, 0.211, 0.203, 0.212, 0.216, 0.442, 0.385, 0.217, 0.202, 0.216, 0.347, 0.463, -1.175]}



6.
{"formula": "C19H21LaO2", "method": "ωB97M-V/def2-TZVPD", "orbital_gap_ha": 0.27948, "total_energy_ev": -24996.9462, "fmax_ha_per_bohr": 0.043, "spin_multiplicity": 1, "elements": ["C", "C", "C", "H", "C", "C", "H", "H", "H", "H", "C", "C", "C", "H", "C", "C", "H", "H", "H", "H", "La", "O", "C", "C", "H", "H", "H", "H", "C", "C", "C", "H", "C", "H", "C", "H", "C", "H", "C", "O", "H", "H", "H"], "positions_angstrom": [[4.15956, 0.92973, 0.48292], [4.01301, 0.14639, -0.70210], [2.82629, 0.58771, -1.36477], [4.75032, -0.54108, -1.11123], [2.22709, 1.60601, -0.56543], [3.05822, 1.82360, 0.56974], [2.92411, 2.62034, 1.30850], [5.03545, 0.94688, 1.12496], [2.52076, 0.30508, -2.37260], [1.36102, 2.20548, -0.85357], [0.14215, -2.84903, 2.10516], [1.27997, -2.82051, 2.96658], [1.22633, -1.62489, 3.74152], [2.02177, -3.61483, 3.08228], [0.05862, -0.89560, 3.35848], [-0.60916, -1.64891, 2.34144], [-1.57149, -1.39922, 1.88454], [-0.14643, -3.67741, 1.45295], [1.89768, -1.34862, 4.55801], [-0.30592, 0.03126, 3.80753], [1.87676, -0.71495, 1.12073], [-1.24132, 0.45186, -1.10365], [-1.13264, -0.04085, -2.45424], [-1.86232, 1.26919, -2.18344], [-0.12362, 0.00984, -2.87455], [-1.76366, -0.89562, -2.71857], [-1.28859, 2.17726, -2.42039], [-3.37863, 3.22146, -3.35518], [-3.99106, 2.41331, -2.94949], [-3.34082, 1.33977, -2.27955], [-4.15944, 0.28877, -1.80251], [-3.71146, -0.57719, -1.30955], [-5.54824, 0.32506, -1.96964], [-6.15965, -0.49286, -1.58720], [-6.16850, 1.38353, -2.64141], [-7.25024, 1.39585, -2.78994], [-5.37256, 2.42302, -3.13732], [-5.83589, 3.24063, -3.68860], [4.76728, -1.61694, 2.90264], [3.59307, -1.32212, 2.15104], [5.02929, -0.77269, 3.55701], [5.58530, -1.78439, 2.19314], [4.60760, -2.50434, 3.52576]], "lowdin_charge": [-0.231, -0.216, -0.242, 0.097, -0.268, -0.247, 0.099, 0.101, 0.085, 0.089, -0.236, -0.242, -0.239, 0.101, -0.240, -0.254, 0.090, 0.091, 0.104, 0.093, 2.070, -0.097, -0.097, -0.192, 0.100, 0.113, 0.144, 0.110, -0.037, -0.173, -0.030, 0.113, -0.082, 0.104, -0.089, 0.103, -0.090, 0.103, -0.184, -0.635, 0.075, 0.071, 0.068]}